# 1
A 2-piece molecular cluster, C2H8NO2 overall at a distorted geometry, computed with the ωB97M-V functional and the def2-TZVPD basis.

Summary:
* 2S+1: 1
* E_HOMO: -3.03 eV
* total charge: -1
* energy above the lowest of the compared OMol25 structures with the same formula, charge and spin: 44.30 kJ/mol
* largest force on an atom: 1.82 eV/Å
* gap between HOMO and LUMO: 7.59 eV

XYZ file:
```
13
Properties=species:S:1:pos:R:3:forces:R:3:nbo_charge:R:1
C -0.093 0.621 -0.611 -0.26 0.04 -0.24 -0.0216
O 0.524 0.800 0.573 -0.02 -0.29 0.05 -0.9666
C 0.380 -0.650 -1.374 0.40 1.01 0.64 -0.2526
N 0.612 -1.774 -0.457 0.82 -0.13 -1.62 -0.8719
H 0.133 1.447 -1.339 -0.35 0.06 0.05 0.0758
H -1.224 0.538 -0.587 0.14 0.18 0.32 0.0534
H 1.330 -0.282 -1.790 0.19 -0.83 0.07 0.1578
H -0.265 -0.832 -2.229 -0.34 -0.50 -0.06 0.1502
H -0.208 -2.033 0.066 -0.19 0.40 0.25 0.3412
H 1.306 -1.358 0.151 -0.35 -0.19 0.73 0.3783
H -1.575 1.445 2.522 -0.67 0.08 -0.67 0.4462
H -0.194 0.803 2.185 -0.36 0.80 -0.55 0.5250
O -0.725 1.275 2.891 0.99 -0.63 1.03 -1.0149
```
Positions in Å, forces in eV/Å.

---

# 2
C2H8NO2 as an isolated structure at a distorted geometry, computed with the ωB97M-V functional and the def2-TZVPD basis.

Summary:
* 2S+1: 1
* E_HOMO: -3.40 eV
* total charge: -1
* energy above the lowest of the compared OMol25 structures with the same formula, charge and spin: 249.60 kJ/mol
* largest force on an atom: 5.16 eV/Å
* gap between HOMO and LUMO: 7.60 eV

XYZ file:
```
13
Properties=species:S:1:pos:R:3:forces:R:3:nbo_charge:R:1
C -0.114 0.005 -0.097 0.78 0.35 -1.00 -0.0577
O -0.967 -0.731 0.688 -0.02 0.26 0.43 -0.7769
C 1.067 0.546 0.742 -0.12 -3.11 4.11 -0.3273
N 2.493 0.874 0.137 -3.49 0.29 -0.40 -0.8368
H -0.608 0.859 -0.583 -0.21 -0.06 -0.15 0.1429
H 0.293 -0.632 -0.900 0.16 0.12 -0.20 0.1317
H 0.707 1.350 1.377 0.32 0.45 -0.18 0.1884
H 1.606 1.164 -0.382 2.95 1.41 -2.74 0.3812
H 2.734 -0.022 -0.295 -0.10 0.20 -0.10 0.3277
H 1.228 -0.293 1.433 -0.12 0.19 0.16 0.1967
H -3.654 -1.036 -1.449 0.06 0.21 -0.04 0.4226
H -1.797 -0.888 0.111 -0.42 -0.07 -0.11 0.5433
O -2.988 -1.196 -0.781 0.20 -0.24 0.22 -1.3358
```
Positions in Å, forces in eV/Å.

---

# 3
A 2-piece molecular cluster, C2H8NO2 overall at a distorted geometry, computed with the ωB97M-V functional and the def2-TZVPD basis.

Summary:
* 2S+1: 1
* E_HOMO: -3.68 eV
* total charge: -1
* energy above the lowest of the compared OMol25 structures with the same formula, charge and spin: 69.47 kJ/mol
* largest force on an atom: 3.67 eV/Å
* gap between HOMO and LUMO: 8.21 eV

XYZ file:
```
13
Properties=species:S:1:pos:R:3:forces:R:3:nbo_charge:R:1
C 0.749 -0.657 -0.857 -0.71 -1.77 -0.69 -0.0568
O 0.728 -1.219 0.399 0.20 -0.03 0.45 -0.8355
C -0.534 0.123 -1.220 1.32 1.66 -3.00 -0.2264
N -0.645 1.479 -0.630 -1.90 -1.84 0.12 -0.8970
H 0.714 -1.530 -1.561 0.13 0.32 -0.07 0.1154
H 1.728 -0.170 -1.149 -0.87 0.42 0.43 0.1142
H -1.474 -0.481 -1.012 1.27 0.78 -0.22 0.1925
H -0.405 0.345 -2.391 -0.67 -0.89 1.97 0.1344
H 0.129 2.087 -0.799 0.67 -0.22 0.19 0.3408
H -0.770 1.187 0.334 0.42 1.17 0.86 0.4151
H -0.436 -0.409 2.660 -0.62 -1.50 1.89 0.4193
H 0.210 -0.583 1.160 0.52 0.63 -0.33 0.4855
O -0.287 0.270 2.055 0.25 1.27 -1.61 -1.2016
```
Positions in Å, forces in eV/Å.

---

# 4
A 2-piece molecular cluster, C2H8NO2 overall at a distorted geometry, computed with the ωB97M-V functional and the def2-TZVPD basis.

Summary:
* 2S+1: 1
* E_HOMO: -2.48 eV
* total charge: -1
* energy above the lowest of the compared OMol25 structures with the same formula, charge and spin: 99.49 kJ/mol
* largest force on an atom: 1.67 eV/Å
* gap between HOMO and LUMO: 6.62 eV

XYZ file:
```
13
Properties=species:S:1:pos:R:3:forces:R:3:nbo_charge:R:1
C -0.705 0.741 -1.284 0.45 -0.54 0.02 -0.4210
N -0.420 -0.120 -0.120 -0.68 -0.02 -0.67 -0.7408
C 0.836 -1.053 -0.279 -0.82 -0.54 1.35 0.1337
O 0.519 -2.322 -0.453 -0.32 -0.04 -0.76 -0.9396
H -0.451 0.249 -2.240 -0.13 -0.09 0.05 0.1580
H -1.768 0.990 -1.302 -0.02 0.17 -0.04 0.1690
H -0.125 1.660 -1.286 0.07 0.29 0.26 0.1627
H -1.158 -0.823 -0.207 0.29 -0.14 0.42 0.3517
H 1.407 -0.571 -1.105 0.37 0.17 0.15 0.0553
H 1.276 -0.958 0.746 0.72 0.67 -0.63 0.0856
H -0.054 0.137 2.122 0.68 -0.31 -0.11 0.5005
H 0.134 1.478 2.622 0.57 -0.24 0.37 0.4485
O 0.510 0.593 2.786 -1.20 0.64 -0.41 -0.9636
```
Positions in Å, forces in eV/Å.

---

# 5
A 2-piece molecular cluster, C2H8NO2 overall at a distorted geometry, computed with the ωB97M-V functional and the def2-TZVPD basis.

Summary:
* 2S+1: 1
* E_HOMO: -3.42 eV
* total charge: -1
* energy above the lowest of the compared OMol25 structures with the same formula, charge and spin: 136.30 kJ/mol
* largest force on an atom: 4.91 eV/Å
* gap between HOMO and LUMO: 7.91 eV

XYZ file:
```
13
Properties=species:S:1:pos:R:3:forces:R:3:nbo_charge:R:1
C 2.112 -0.250 -0.974 0.31 -1.29 -1.50 -0.2389
O 1.928 0.040 0.301 -1.57 1.34 4.46 -0.8166
H 3.098 -0.709 -0.841 0.29 -0.86 -1.98 0.1412
H 1.235 -0.912 -1.296 1.42 0.59 -0.40 0.1759
H 2.225 0.658 -1.585 -0.21 -0.09 -0.48 0.1168
N -2.588 0.355 0.088 0.53 1.80 -2.31 -0.9346
C -1.036 0.520 0.347 -3.46 1.14 -0.12 0.1601
O -0.476 -0.623 0.426 2.04 -2.53 -0.14 -0.8958
H -2.705 0.018 -0.879 0.36 0.54 0.10 0.3111
H -2.962 -0.435 0.531 0.02 -1.37 1.67 0.3273
H -0.707 1.245 -0.505 -0.29 -0.61 1.15 0.0707
H -1.121 0.993 1.344 0.50 0.96 -0.16 0.0818
H 0.987 -0.298 0.561 0.06 0.39 -0.29 0.5011
```
Positions in Å, forces in eV/Å.

---

# 6
A 2-piece molecular cluster, C2H8NO2P overall at a distorted geometry, computed with the ωB97M-V functional and the def2-TZVPD basis.

Summary:
* 2S+1: 1
* E_HOMO (alpha / beta): -8.97 / -8.97 eV
* total charge: 0
* energy above the lowest of the compared OMol25 structures with the same formula, charge and spin: 523.08 kJ/mol
* largest force on an atom: 5.01 eV/Å
* gap between HOMO and LUMO (alpha / beta): 9.10 / 9.10 eV

XYZ file:
```
14
Properties=species:S:1:pos:R:3:forces:R:3:nbo_charge:R:1
C 0.586 0.246 -1.539 -2.19 -1.09 -1.20 -1.0286
C -1.483 0.753 0.291 1.28 -1.16 -1.37 -1.0033
N 0.603 -0.762 1.221 1.62 -4.56 1.27 -0.6146
O -0.787 -1.957 -0.452 -0.71 -0.08 -0.56 -1.0809
O 1.460 0.236 1.576 1.62 1.32 0.15 -0.5815
P -0.342 -0.583 -0.182 1.15 -0.19 0.48 2.0449
H -0.210 0.175 -2.391 1.27 0.37 1.29 0.2501
H 0.684 1.307 -1.265 0.79 -0.51 -0.45 0.2405
H 1.426 -0.374 -1.929 -0.29 0.93 0.70 0.2661
H -1.808 0.830 1.264 0.00 -0.21 2.55 0.2540
H -0.847 1.581 0.036 -0.69 0.98 -0.27 0.2345
H -2.400 0.576 -0.214 -0.60 0.48 -1.34 0.2573
H 1.296 -2.218 1.080 -1.88 4.34 -0.02 0.2830
H 1.822 0.190 2.506 -1.37 -0.63 -1.24 0.4786
```
Positions in Å, forces in eV/Å.

---

# 7
A 2-piece molecular cluster, C2H8NO2P overall at a distorted geometry, computed with the ωB97M-V functional and the def2-TZVPD basis.

Summary:
* 2S+1: 1
* E_HOMO (alpha / beta): -8.89 / -7.98 eV
* total charge: 0
* energy above the lowest of the compared OMol25 structures with the same formula, charge and spin: 543.32 kJ/mol
* largest force on an atom: 3.70 eV/Å
* gap between HOMO and LUMO (alpha / beta): 8.73 / 7.84 eV

XYZ file:
```
14
Properties=species:S:1:pos:R:3:forces:R:3:nbo_charge:R:1
C 0.114 -1.778 -1.494 -2.96 -1.97 -1.03 -0.2554
C -1.334 1.226 1.587 1.32 2.92 0.88 -0.2573
N 2.142 -0.228 0.209 0.28 0.90 0.78 -1.2817
O -0.329 -0.852 -0.518 0.25 1.21 1.26 -0.8213
O -0.002 0.793 1.499 1.75 -1.60 -1.52 -0.8042
P 0.663 0.192 0.160 -0.28 2.09 -1.48 2.1169
H -0.638 -2.685 -1.272 2.17 1.64 -0.83 0.2004
H 1.149 -2.007 -1.393 0.66 -0.40 0.27 0.2136
H -0.087 -1.417 -2.546 0.14 -0.12 1.25 0.1981
H -1.351 2.261 1.133 -0.08 -0.42 1.44 0.1965
H -1.506 1.087 2.669 -0.92 0.55 -0.83 0.2140
H -1.931 0.772 0.898 -1.99 -2.22 -1.18 0.1899
H 2.666 0.570 0.648 -0.31 -1.14 -0.54 0.3984
H 0.443 2.067 -1.580 -0.03 -1.44 1.53 -0.3080
```
Positions in Å, forces in eV/Å.

---

# 8
A 2-piece molecular cluster, C2H8NO3 overall at a distorted geometry, computed with the ωB97M-V functional and the def2-TZVPD basis.

Summary:
* 2S+1: 2
* E_HOMO (alpha / beta): -4.06 / -11.46 eV
* total charge: 0
* energy above the lowest of the compared OMol25 structures with the same formula, charge and spin: 0.00 kJ/mol
* largest force on an atom: 2.07 eV/Å
* gap between HOMO and LUMO (alpha / beta): 4.63 / 11.90 eV

XYZ file:
```
14
Properties=species:S:1:pos:R:3:forces:R:3:mulliken_spin:R:1
O 0.602 -1.166 -2.021 0.07 -0.02 -0.11 -0.1274
C 0.865 -0.734 -0.940 0.25 0.02 0.56 -0.0223
O 0.893 -1.432 0.216 0.10 0.26 0.15 -0.1074
C 1.266 0.670 -0.584 1.29 -0.24 1.61 0.8302
N 1.336 1.593 -1.722 -1.71 -0.19 -0.05 0.8525
H 0.747 -2.374 0.102 -0.22 -0.24 -0.44 0.0343
H 0.705 0.959 0.307 -0.92 0.64 -0.80 0.2830
H 2.224 0.674 -0.041 0.24 -0.52 -0.79 0.1296
H 1.993 2.376 -1.564 0.03 0.21 0.16 -0.3665
H 1.658 1.061 -2.544 -0.08 0.08 -0.14 -0.1972
H 0.228 1.960 -1.880 0.93 0.01 -0.13 -0.3096
H -4.373 1.320 3.996 -0.46 1.27 -0.46 -0.0002
H -3.817 0.404 4.991 0.42 -0.33 1.05 0.0000
O -4.116 0.423 4.097 0.04 -0.94 -0.60 0.0010
```
Positions in Å, forces in eV/Å.

---

# 9
A 3-piece molecular cluster, C2H8NO4 overall at a distorted geometry, computed with the ωB97M-V functional and the def2-TZVPD basis.

Summary:
* 2S+1: 1
* E_HOMO: -4.93 eV
* total charge: -1
* energy above the lowest of the compared OMol25 structures with the same formula, charge and spin: 52.52 kJ/mol
* largest force on an atom: 1.30 eV/Å
* gap between HOMO and LUMO: 9.08 eV

XYZ file:
```
15
Properties=species:S:1:pos:R:3:forces:R:3:nbo_charge:R:1
O 0.361 1.862 -0.372 0.10 0.03 0.09 -0.7728
C 0.276 0.619 -0.353 -0.07 -0.17 -0.40 0.7248
O 1.119 -0.225 -0.761 -0.10 0.05 0.39 -0.8062
C -1.042 0.056 0.210 -1.13 -0.48 0.42 -0.3422
N -2.269 0.690 -0.339 0.28 0.66 -0.10 -0.8394
H -1.226 -1.010 0.044 0.70 -0.06 -0.39 0.1731
H -1.039 0.098 1.307 0.00 0.49 -0.09 0.1844
H -2.473 1.580 0.115 0.31 -0.27 0.20 0.3453
H -1.982 1.011 -1.264 -0.26 -0.17 -0.01 0.3508
H 2.056 1.599 1.664 -0.23 -0.11 -0.25 0.4855
H 1.444 0.213 1.813 0.14 0.07 -0.24 0.4796
O 1.944 0.880 2.294 0.14 0.00 0.45 -0.9670
H 1.535 -2.372 -1.904 0.13 -0.16 -0.10 0.4693
H 0.464 -2.124 -0.974 0.13 -0.11 -0.01 0.4980
O 0.831 -2.875 -1.481 -0.13 0.24 0.06 -0.9834
```
Positions in Å, forces in eV/Å.

---

# 10
A single C2H8NOP molecule at a distorted geometry, computed with the ωB97M-V functional and the def2-TZVPD basis.

Summary:
* 2S+1: 1
* E_HOMO: -8.89 eV
* total charge: 0
* energy above the lowest of the compared OMol25 structures with the same formula, charge and spin: 202.74 kJ/mol
* structure (SMILES): CCN=[PH2]O
* largest force on an atom: 1.73 eV/Å
* gap between HOMO and LUMO: 9.95 eV

XYZ file:
```
13
Properties=species:S:1:pos:R:3:forces:R:3:nbo_charge:R:1
C -1.797 -0.272 -0.785 0.24 -1.36 1.04 -0.6037
C -1.048 0.224 0.466 -0.65 -0.31 0.35 -0.2087
N 0.335 0.556 0.149 -1.36 0.23 0.53 -1.1054
P 1.696 0.005 0.531 -0.03 -0.73 -0.48 1.6870
O 2.787 0.338 -0.607 0.11 -0.08 -0.91 -1.0140
H -2.734 -0.739 -0.406 0.27 0.49 -0.64 0.1998
H -1.964 0.455 -1.560 -0.15 0.40 -0.14 0.2069
H -1.189 -1.109 -1.209 -0.46 0.64 0.17 0.2001
H -1.638 0.984 1.054 0.87 0.26 -1.16 0.1860
H -1.210 -0.582 1.205 0.89 -0.35 -0.21 0.1642
H 2.434 0.601 1.495 0.41 0.46 1.37 -0.1384
H 1.789 -1.428 0.996 0.07 1.33 -0.95 -0.1041
H 2.541 0.967 -1.330 -0.22 -0.96 1.04 0.5302
```
Positions in Å, forces in eV/Å.

---

# 11
A 2-piece molecular cluster, C2H8NOS2 overall at a distorted geometry, computed with the ωB97M-V functional and the def2-TZVPD basis.

Summary:
* 2S+1: 1
* E_HOMO: -13.69 eV
* total charge: +1
* energy above the lowest of the compared OMol25 structures with the same formula, charge and spin: 86.59 kJ/mol
* largest force on an atom: 5.32 eV/Å
* gap between HOMO and LUMO: 10.16 eV

XYZ file:
```
14
Properties=species:S:1:pos:R:3:forces:R:3:nbo_charge:R:1
C -1.611 -1.294 -0.330 1.15 0.51 -0.12 -0.5822
C -1.928 0.166 -0.009 2.38 0.09 1.35 0.3392
N 2.032 0.865 -0.054 -3.39 4.02 0.78 -0.9470
O -1.065 0.964 0.321 -0.03 0.07 -0.62 -0.6029
S 0.248 -1.633 -0.056 -2.05 -1.22 0.87 -0.1002
S -3.581 0.378 0.002 -2.64 -0.18 -0.34 0.1284
H -1.627 -1.328 -1.421 -0.69 -0.60 0.08 0.2624
H -2.370 -1.919 0.212 1.21 -0.01 -0.81 0.2808
H 0.988 0.476 0.080 1.01 1.50 -0.80 0.4877
H 2.412 -0.018 -0.143 2.39 -1.90 -0.19 0.4419
H 2.155 1.380 0.863 0.53 -1.12 -1.08 0.4601
H 2.230 1.598 -0.835 -0.69 -2.10 1.43 0.4702
H 0.090 -2.484 1.016 0.26 0.66 -0.64 0.1903
H -3.776 1.675 0.250 0.56 0.29 0.08 0.1713
```
Positions in Å, forces in eV/Å.

---

# 12
A 2-piece molecular cluster, C2H8NOS2 overall at a distorted geometry, computed with the ωB97M-V functional and the def2-TZVPD basis.

Summary:
* 2S+1: 3
* E_HOMO (alpha / beta): -11.07 / -12.50 eV
* total charge: +1
* energy above the lowest of the compared OMol25 structures with the same formula, charge and spin: 82.64 kJ/mol
* largest force on an atom: 4.05 eV/Å
* gap between HOMO and LUMO (alpha / beta): 7.51 / 3.81 eV

XYZ file:
```
14
Properties=species:S:1:pos:R:3:forces:R:3:mulliken_spin:R:1
C -0.939 -1.062 -0.661 -2.35 0.49 -1.71 0.0449
C -0.525 -0.600 0.644 -1.53 -0.05 0.37 0.8034
N -0.063 -1.892 -1.384 -1.81 2.99 1.34 0.8661
O 0.666 -0.876 1.044 3.36 -0.87 0.93 0.1482
S 1.211 3.046 1.610 -0.14 -0.01 0.87 0.0008
S 0.148 2.236 0.037 1.72 0.67 -0.44 0.0222
H -1.887 -1.675 -0.506 0.46 0.20 -0.23 0.1105
H -1.272 -0.190 -1.346 0.70 -1.22 0.71 0.0540
H -1.243 -0.208 1.291 -1.04 0.56 0.75 -0.0030
H 0.142 -1.553 -2.250 1.06 0.96 -3.29 -0.0204
H 0.215 -2.780 -1.216 1.09 -3.62 1.45 -0.0216
H 1.377 1.943 -0.527 -1.24 -0.14 -0.25 -0.0017
H 0.800 -0.725 1.990 -0.03 0.10 -0.17 -0.0061
H 1.370 4.337 1.273 -0.25 -0.06 -0.33 0.0028
```
Positions in Å, forces in eV/Å.